DFT (wB97M-V/def2-TZVPD) results for a structure of composition C45H43N2OP3PbS2.

Calculated values
highest occupied orbital energy: -18.5 eV
LUMO: -0.4577 Ha
total charge: +4
2S+1: 1
orbital gap: 6.003 eV

Structure (XYZ):
```
97
Properties=species:S:1:pos:R:3:forces:R:3
Pb 0.275 0.318 -0.098 -0.09 -0.40 -0.05
O -0.369 -2.332 -0.672 0.00 0.08 0.07
S -1.680 -1.886 -0.061 -0.07 0.31 0.09
C -2.051 -2.706 1.424 -0.04 -0.23 0.09
C -2.580 -3.978 1.606 0.00 0.11 -0.04
C -2.800 -4.423 2.902 0.01 0.02 0.00
C -2.473 -3.616 3.985 -0.03 -0.05 0.02
C -1.878 -2.374 3.802 0.02 -0.03 -0.01
C -1.663 -1.908 2.509 0.07 -0.03 -0.06
P -0.674 -0.375 2.361 0.15 0.04 -0.14
C 0.790 -0.693 3.319 0.00 -0.04 0.29
C 0.944 -0.211 4.624 0.02 0.10 -0.10
C 2.002 -0.667 5.396 0.07 -0.05 -0.03
C 2.884 -1.610 4.885 -0.01 0.03 0.03
C 2.722 -2.105 3.595 -0.03 0.03 -0.01
C 1.677 -1.648 2.813 -0.01 -0.12 -0.03
C -1.626 1.024 2.872 -0.21 0.06 0.13
C -1.020 2.171 3.403 0.08 -0.02 -0.04
C -1.807 3.237 3.798 -0.02 0.01 0.01
C -3.191 3.172 3.659 -0.03 0.02 0.01
C -3.797 2.044 3.119 0.07 -0.02 0.00
C -3.020 0.968 2.726 -0.01 -0.03 -0.02
C -2.944 -1.940 -1.262 -0.10 -0.18 -0.18
C -4.105 -2.688 -1.255 -0.01 -0.02 0.04
C -5.043 -2.490 -2.267 0.00 -0.02 0.01
C -4.817 -1.552 -3.260 0.06 0.01 0.03
C -3.653 -0.786 -3.253 -0.07 -0.05 -0.02
C -2.706 -0.975 -2.252 -0.01 0.00 -0.14
P -1.190 0.014 -2.399 0.05 0.22 0.21
C -1.710 1.660 -2.884 -0.21 -0.01 -0.08
C -2.382 2.424 -1.918 0.00 0.00 0.06
C -2.923 3.654 -2.255 0.04 -0.02 -0.05
C -2.807 4.126 -3.559 -0.02 0.01 0.02
C -2.165 3.364 -4.528 -0.01 0.00 0.02
C -1.625 2.128 -4.200 0.08 -0.05 -0.02
C -0.092 -0.753 -3.572 0.09 -0.05 -0.12
C 0.926 -0.010 -4.186 -0.07 0.08 0.03
C 1.765 -0.613 -5.106 -0.04 -0.03 0.03
C 1.598 -1.961 -5.415 0.03 -0.02 -0.03
C 0.599 -2.705 -4.802 0.00 0.01 0.02
C -0.246 -2.110 -3.879 -0.02 0.04 0.03
H -2.811 -4.609 0.758 -0.01 -0.02 0.01
H -3.223 -5.404 3.071 -0.01 -0.01 -0.01
H -2.659 -3.972 4.990 0.00 0.01 0.01
H -1.584 -1.795 4.668 0.02 0.03 -0.01
H 0.246 0.500 5.046 -0.03 -0.02 0.00
H 2.128 -0.298 6.405 -0.01 0.00 0.01
H 3.697 -1.973 5.501 0.01 -0.01 0.01
H 3.402 -2.852 3.208 -0.01 -0.01 0.01
H 1.530 -2.074 1.822 -0.03 0.03 0.00
H 0.055 2.224 3.528 0.00 0.00 -0.02
H -1.350 4.114 4.233 0.01 0.00 0.01
H -3.801 4.002 3.990 0.00 0.01 -0.01
H -4.873 1.996 3.026 -0.02 0.00 0.01
H -3.499 0.076 2.339 0.01 0.00 0.01
H -4.299 -3.405 -0.471 -0.01 -0.01 0.00
H -5.953 -3.074 -2.272 0.00 -0.01 0.01
H -5.549 -1.404 -4.042 0.00 0.01 -0.01
H -3.503 -0.049 -4.032 0.02 0.01 0.00
H -2.506 2.056 -0.904 0.04 -0.03 0.01
H -3.446 4.238 -1.510 -0.01 0.00 0.02
H -3.239 5.083 -3.824 0.01 0.01 -0.01
H -2.106 3.722 -5.547 0.00 0.00 -0.01
H -1.168 1.529 -4.977 0.06 -0.04 0.00
H 1.035 1.050 -3.983 -0.05 0.00 0.01
H 2.532 -0.035 -5.604 0.01 0.01 -0.01
H 2.243 -2.427 -6.147 0.01 0.00 0.00
H 0.470 -3.749 -5.052 0.00 -0.01 0.00
H -1.021 -2.698 -3.408 -0.03 -0.01 0.00
N 0.814 3.544 -2.067 0.00 -0.02 0.05
C 1.213 3.639 -0.809 -0.07 0.06 0.19
N 2.239 4.395 -0.477 0.08 -0.04 -0.04
S 0.350 2.844 0.501 0.03 0.25 -0.19
H 1.252 4.089 -2.799 0.00 0.04 0.01
H -0.111 3.174 -2.254 0.00 -0.01 -0.05
H 2.681 5.029 -1.130 -0.01 0.03 0.01
H 2.546 4.430 0.484 0.00 0.04 0.00
C 3.430 0.925 -1.858 0.06 0.06 -0.05
P 2.796 -0.252 -0.645 -0.20 0.09 -0.16
C 2.797 -1.920 -1.333 0.15 -0.03 -0.01
C 3.800 -0.091 0.812 0.21 -0.12 0.06
C 3.474 0.820 1.817 0.02 0.10 -0.02
C 4.344 1.011 2.877 -0.05 0.00 -0.02
C 5.533 0.294 2.936 0.05 -0.04 -0.02
C 5.860 -0.616 1.937 0.00 0.03 0.08
C 4.998 -0.813 0.871 -0.10 -0.04 0.01
H 4.387 0.539 -2.220 0.02 0.02 0.02
H 3.616 1.873 -1.352 0.00 0.00 0.00
H 2.764 1.068 -2.706 0.02 -0.08 0.06
H 3.448 -1.944 -2.209 0.03 -0.03 0.02
H 1.793 -2.229 -1.621 0.00 0.04 0.00
H 3.176 -2.612 -0.580 -0.03 -0.03 -0.02
H 2.544 1.381 1.781 0.06 -0.02 0.00
H 4.097 1.713 3.662 0.00 0.01 0.01
H 6.213 0.444 3.764 0.00 0.01 0.01
H 6.788 -1.168 1.989 0.00 0.00 -0.02
H 5.267 -1.525 0.099 -0.01 0.01 -0.02
```
Forces are in eV/Å.

Results of the Mulliken charge analysis, in e, for atoms 1 through 8: atom 1 (Pb): 1.675, atom 2 (O): -0.555, atom 3 (S): 1.490, atom 4 (C): 0.202, atom 5 (C): -0.380, atom 6 (C): -0.923, atom 7 (C): -0.847, atom 8 (C): -0.732

DFT (wB97M-V/def2-TZVPD) results for a structure of composition C45H44GeN5O3STi.

Calculated values
highest occupied orbital energy (spin up / spin down): -5.0 / -4.9 eV
LUMO (spin up / spin down): -0.0113 / -0.0113 Ha
expectation value of S²: 0.764
2S+1: 2
orbital gap (spin up / spin down): 4.675 / 4.626 eV

Structure (XYZ):
```
100
Properties=species:S:1:pos:R:3:forces:R:3
Ti -1.172 -1.144 1.128 -0.71 -0.01 0.29
C -0.264 -5.337 1.346 -0.05 0.06 0.02
C -0.325 -3.873 1.645 0.02 0.00 -0.05
N -0.573 -2.935 0.635 0.17 -0.12 -0.05
N -0.198 -3.222 -0.656 0.06 0.01 -0.02
C -0.182 -2.115 -1.336 -0.34 0.03 0.11
O -0.440 -0.960 -0.750 -0.02 -0.06 -0.18
C 0.183 -2.135 -2.767 -0.10 -0.01 -0.09
C 0.507 -3.337 -3.406 -0.05 0.03 -0.07
C 0.902 -3.343 -4.733 0.02 -0.01 0.02
C 0.978 -2.152 -5.450 0.01 0.02 0.00
C 0.644 -0.959 -4.827 0.01 -0.02 0.00
C 0.247 -0.949 -3.495 -0.04 0.00 0.03
C -0.177 -3.274 2.866 0.18 0.06 -0.07
C 0.144 -3.924 4.115 -0.07 -0.02 0.01
C 0.517 -3.196 5.190 -0.01 0.03 -0.03
C 0.554 -1.765 5.110 -0.05 -0.02 0.01
C 0.145 -1.184 3.951 -0.02 0.01 0.06
N -0.241 -1.860 2.841 0.25 -0.01 -0.08
H 0.255 -5.513 0.400 -0.01 -0.02 0.00
H 0.258 -5.880 2.134 0.00 -0.01 0.01
H -1.261 -5.777 1.240 0.01 -0.02 -0.02
H 0.432 -4.259 -2.843 -0.02 -0.01 0.00
H 1.142 -4.281 -5.218 -0.01 0.00 0.00
H 1.281 -2.160 -6.489 0.00 0.00 0.00
H 0.676 -0.028 -5.379 0.00 0.00 0.00
H -0.043 -0.022 -3.018 -0.01 -0.04 -0.02
H 0.088 -5.004 4.173 0.00 -0.01 0.00
H 0.770 -3.691 6.120 0.00 0.00 0.00
H 0.832 -1.157 5.958 0.02 0.00 0.00
H 0.099 -0.101 3.872 0.00 0.00 0.00
O -3.003 -1.119 2.510 0.17 0.01 -0.12
C -3.136 -0.022 1.923 0.03 0.05 0.15
O -2.979 0.073 0.670 0.09 -0.06 0.06
C -3.115 1.245 2.717 -0.06 -0.01 0.07
C -4.116 1.620 3.597 -0.02 0.01 0.01
C -3.963 2.754 4.381 -0.01 -0.02 -0.01
C -2.787 3.486 4.316 0.00 0.00 -0.01
C -1.773 3.100 3.452 -0.01 0.03 -0.01
C -1.940 1.995 2.629 -0.01 -0.02 -0.02
S -0.586 1.520 1.547 0.06 -0.05 0.06
H -5.009 1.013 3.673 0.00 0.00 0.00
H -4.752 3.052 5.058 0.00 0.00 0.00
H -2.653 4.358 4.944 0.00 0.00 0.00
H -0.846 3.656 3.410 0.01 0.01 0.00
C 2.976 -2.219 -1.245 0.10 -0.03 -0.02
C 2.638 -1.157 -0.165 0.03 -0.54 -0.24
N 3.340 -1.455 1.077 0.21 0.28 -0.08
C 2.858 -2.712 1.617 -0.13 -0.10 -0.10
C 3.139 -3.860 0.612 -0.04 0.03 -0.05
N 3.845 -3.252 -0.585 -0.08 -0.05 0.14
C 5.131 -2.624 -0.161 0.04 -0.11 -0.03
C 4.773 -1.504 0.842 0.00 0.05 0.16
H 3.528 -1.833 -2.102 0.04 0.00 0.01
H 2.082 -2.732 -1.595 0.26 0.03 0.08
H 1.568 -1.262 -0.012 0.01 0.49 0.34
H 2.889 -0.152 -0.501 -0.06 -0.03 0.03
H 1.786 -2.623 1.776 0.01 -0.05 0.01
H 3.321 -2.909 2.584 0.07 0.00 -0.03
H 2.218 -4.320 0.250 0.00 0.08 -0.05
H 3.804 -4.631 1.001 -0.01 0.00 0.01
H 4.041 -3.987 -1.258 -0.06 -0.03 0.01
H 5.614 -2.252 -1.064 0.03 0.01 0.01
H 5.748 -3.409 0.274 0.02 0.02 0.02
H 5.110 -0.541 0.460 -0.03 0.02 0.02
H 5.273 -1.686 1.793 0.03 0.03 0.00
C -2.855 0.794 -4.529 0.03 0.03 -0.03
C -1.988 1.874 -4.450 -0.03 -0.03 -0.02
C -1.523 2.296 -3.212 0.00 0.00 0.03
C -1.915 1.652 -2.034 0.00 0.02 -0.01
C -2.799 0.581 -2.128 -0.05 -0.07 -0.01
C -3.258 0.154 -3.367 0.04 0.01 -0.01
Ge -1.166 2.512 -0.441 0.03 0.03 -0.07
C 0.635 3.036 -1.003 -0.01 -0.04 -0.04
C 1.126 4.337 -0.983 0.01 0.05 -0.01
C 2.414 4.619 -1.425 0.00 -0.02 0.00
C 3.225 3.600 -1.900 -0.02 -0.02 0.00
C 2.743 2.297 -1.933 0.02 0.05 -0.01
C 1.460 2.019 -1.487 0.00 -0.05 0.02
C -2.297 4.012 0.049 -0.01 -0.02 0.00
C -3.621 4.031 -0.384 -0.01 -0.03 0.00
C -4.461 5.082 -0.043 -0.01 0.03 0.01
C -3.983 6.132 0.728 0.01 -0.01 0.00
C -2.665 6.126 1.164 -0.04 0.01 0.00
C -1.833 5.068 0.831 0.04 0.01 0.03
H -3.211 0.450 -5.492 0.00 0.01 -0.01
H -1.668 2.388 -5.348 0.00 0.00 -0.01
H -0.836 3.135 -3.177 0.01 0.00 0.00
H -3.123 0.066 -1.238 0.03 0.06 -0.20
H -3.930 -0.693 -3.420 -0.01 0.00 0.00
H 0.498 5.149 -0.636 0.01 0.01 -0.01
H 2.779 5.638 -1.407 0.00 0.00 0.00
H 4.224 3.822 -2.254 0.00 0.00 0.00
H 3.364 1.499 -2.325 0.01 0.00 0.00
H 1.086 0.999 -1.526 0.01 0.05 0.04
H -4.000 3.216 -0.990 0.00 0.00 0.00
H -5.490 5.081 -0.381 0.00 0.00 0.00
H -4.637 6.953 0.991 0.00 0.00 0.00
H -2.290 6.941 1.770 0.00 0.00 0.00
H -0.812 5.064 1.196 0.01 0.00 0.02
```
Forces are in eV/Å.

Results of the Mulliken charge analysis, in e, for atoms 1 through 8: atom 1 (Ti): -0.912, atom 2 (C): -1.729, atom 3 (C): 0.639, atom 4 (N): 1.297, atom 5 (N): -0.524, atom 6 (C): -0.965, atom 7 (O): 1.776, atom 8 (C): 0.205

Going through the records in order, we get relative energy (zero: lowest compared OMol25 entry of this formula, charge and spin) values of 113.5, 151.4 kJ/mol.
Going through the records in order, we get E values of -107138.8655, -151440.0668 eV.